# 1
2 unconnected molecules or ions with the total composition C3H9NOS2, computed with wB97M-V/def2-TZVPD.

ORCA input file:
```
! RIJCOSX wB97M-V def2-TZVPD def2/J DEFGRID3
* xyz 0 1
O 1.81537 1.93007 -1.59816
C 1.25640 1.61971 -0.57322
C 1.89783 0.54140 0.30836
N 1.20962 0.51120 1.57065
H 0.37358 2.12265 -0.13711
H 1.81122 -0.39901 -0.22742
H 2.97179 0.74856 0.39664
H 1.61058 -0.21987 2.11767
H 1.42318 1.36861 2.06852
C -2.54883 -1.17013 0.28541
S -1.23734 -0.17966 -0.60454
S -1.57108 -0.97093 -2.50502
H -3.40377 -1.19119 -0.37782
H -2.79346 -0.64825 1.23141
H -2.23222 -2.17967 0.46359
H -0.58285 -1.88349 -2.41896
*
```

Properties
Lowest unoccupied orbital energy ... 0.618 eV
ΔE to the lowest compared entry with this formula, charge and spin ... 119.66 kJ/mol

Calculated atomic charges, method Löwdin, unit e: number 1, O, carries 0.04; number 2, C, carries -0.33; number 3, C, carries -0.29; number 4, N, carries -0.02; number 5, H, carries 0.10; number 6, H, carries 0.10; number 7, H, carries 0.12; number 8, H, carries 0.06; number 9, H, carries 0.08; number 10, C, carries -0.44; number 11, S, carries 0.39; number 12, S, carries 0.33; number 13, H, carries 0.00; number 14, H, carries 0.04; number 15, H, carries 0.02; number 16, H, carries -0.20

# 2
2 unconnected molecules or ions with the total composition C4H11N4, computed with wB97M-V/def2-TZVPD.

ORCA input file:
```
! RIJCOSX wB97M-V def2-TZVPD def2/J DEFGRID3
* xyz 1 1
C -0.33127 -1.16168 -1.11079
C 0.65851 -0.07330 -1.68432
C -0.61874 0.83751 0.02369
C -2.02513 -1.03172 0.80536
N 2.10764 1.54064 1.08865
N 1.28267 1.00071 1.80662
N -1.01686 -0.39465 -0.00713
N 0.19976 1.21919 -0.98725
H -0.99665 -1.40669 -1.82648
H 0.26771 -1.85877 -0.67337
H 1.67033 -0.15526 -1.45840
H 0.60536 -0.20897 -2.75457
H -1.09915 1.41093 0.69855
H -1.38263 -1.79546 1.33875
H -2.28897 -0.31900 1.49639
H -2.64626 -1.50377 0.03280
H 3.01378 1.51544 1.36892
H 1.60374 0.58218 2.61015
H 0.99616 1.80267 -0.76755
*
```

Properties
Lowest unoccupied orbital energy ... -3.560 eV
ΔE to the lowest compared entry with this formula, charge and spin ... 367.55 kJ/mol

Calculated atomic charges, method Löwdin, unit e: number 1, C, carries -0.02; number 2, C, carries -0.05; number 3, C, carries -0.12; number 4, C, carries 0.03; number 5, N, carries 0.07; number 6, N, carries 0.07; number 7, N, carries -0.12; number 8, N, carries 0.09; number 9, H, carries 0.10; number 10, H, carries 0.10; number 11, H, carries 0.09; number 12, H, carries 0.12; number 13, H, carries 0.12; number 14, H, carries 0.13; number 15, H, carries 0.07; number 16, H, carries 0.12; number 17, H, carries 0.04; number 18, H, carries 0.05; number 19, H, carries 0.10

HOMO energy (computed, eV): -9.135 -13.664